Molecular formula: C24H18BrClNO3PtTe
Method: DFT, the ωB97M-V functional and the def2-TZVPD basis

The geometry in ORCA input format:
```
! wB97M-V def2-TZVPD RIJCOSX def2/J DEFGRID3
* xyz 3 1
Pt -1.2751 0.3099 0.9606
Te 1.3876 1.2203 0.4890
Br -1.6838 0.0881 3.3564
Cl -3.1268 -0.1181 -7.4757
O -1.6056 0.2880 -1.0538
O 0.4477 0.5641 -1.8796
O -6.6319 -1.6992 3.6861
N -3.4413 -0.5330 1.4196
C 2.5446 -1.5630 3.6352
C 6.0131 2.9384 0.1915
C -1.3717 0.3348 -3.3855
C -5.6420 -1.3338 2.9231
C -2.4662 0.0681 -5.9309
C 5.4803 2.2339 -0.8846
C -4.5610 -0.9144 0.8138
C -4.4394 -0.9256 3.5597
C 3.9918 2.6310 1.4545
C -0.7754 0.4169 -2.0075
C 2.1429 -0.4499 2.9142
C 2.4282 -1.6936 0.8457
C -5.6786 -1.3132 1.5160
C 5.2652 3.1657 1.3438
C -3.4124 -0.5413 2.7509
C 2.0741 -0.5387 1.5277
C 3.4866 1.9131 0.3776
C 4.2097 1.6882 -0.7880
C -3.2399 -0.2494 -4.7935
C -2.6939 -0.1146 -3.5393
C -0.6047 0.6633 -4.5137
C 2.8208 -2.8040 1.5805
C -1.1442 0.5355 -5.7741
C 2.9145 -2.7206 2.9637
H 2.5897 -1.5056 4.7128
H 3.0771 -3.7175 1.0641
H -6.5699 -1.6051 0.9801
H -4.3809 -0.9276 4.6359
H 7.0386 3.2829 0.1482
H 1.8749 0.4606 3.4314
H 3.7944 1.1299 -1.6174
H -7.4461 -1.9606 3.2237
H -0.5615 0.7842 -6.6462
H -4.2548 -0.5986 -4.9184
H 3.3246 -3.5519 3.5228
H 5.6725 3.7444 2.1616
H -3.2695 -0.3592 -2.6581
H 6.0569 2.0948 -1.7888
H 0.4072 1.0143 -4.3882
H 2.3794 -1.7429 -0.2327
H -4.5599 -0.8951 -0.2663
H 3.4144 2.8062 2.3518
*
```

Results
M ... 806.4 g mol⁻¹
Highest occupied orbital energy (alpha / beta) ... -16.24 / -16.24 eV
Frontier orbital gap (alpha / beta) ... 3.1 / 3.1 eV

***

Molecular formula: C76H170N10O13
Method: DFT, the ωB97M-V functional and the def2-TZVPD basis

The geometry in ORCA input format:
```
! wB97M-V def2-TZVPD RIJCOSX def2/J DEFGRID3
* xyz 0 1
O -0.5809 5.3634 -0.3176
O -7.5802 4.6153 4.3605
O 5.3392 2.6740 -3.5067
O 0.7940 -2.8510 -1.3286
O -4.9959 1.4102 1.4771
O -1.9026 3.1584 6.5496
O 1.5497 -0.1365 -1.2734
O -6.5424 -2.8581 4.8507
O 0.6048 -5.5115 -6.3450
O 0.8402 1.1869 -4.2895
O -2.2046 1.8870 2.3333
O 8.1835 -0.3482 -2.0858
O 5.2986 0.8099 3.9751
N 1.2161 -4.2363 -6.7492
N -5.2989 -2.5678 5.5658
N 2.9887 2.8302 -5.1069
N -1.0427 4.6044 -2.8372
N -0.1717 -3.0381 -0.3603
N -4.9134 3.1871 6.4965
N 4.1880 1.6851 4.3489
N -5.4890 1.7779 0.1980
N 8.2546 -1.2943 -3.1493
N 0.0838 0.2424 1.2653
C 3.6617 1.8603 1.8960
C -0.4211 -2.9075 -5.6303
C 1.7126 -3.5197 -4.3815
C -4.0081 4.2895 6.7001
C 1.7976 1.5677 5.0658
C 1.7185 -1.8824 -6.2755
C 6.0734 -0.6361 -4.0694
C 1.1069 -3.1810 -5.7042
C -2.0716 -4.8144 1.0933
C 9.6399 -1.9423 -3.1970
C 1.1041 1.1499 -0.7819
C -2.5009 3.0296 3.0955
C -1.3739 -4.6130 -2.0151
C -1.5632 0.7607 2.9583
C 5.8683 2.9505 -2.2058
C -0.7391 -4.4045 1.6879
C -1.8624 4.7703 -0.4748
C 3.5932 0.1835 6.1379
C -2.9739 -1.7189 5.5085
C 7.5548 -0.7359 -4.3341
C 2.8185 -0.4222 3.9358
C 0.6976 2.0806 -5.4374
C -4.3120 -1.7052 4.7812
C 3.1797 -2.0827 -6.7182
C -4.1993 -2.2040 3.3305
C 8.0410 0.6793 -4.6626
C 2.0576 2.3117 -6.0984
C -0.6176 2.8965 7.1031
C 4.9931 3.6075 3.0058
C -6.6840 -0.4640 0.1694
C -6.9504 4.4185 5.5998
C -5.7792 -4.2990 7.2764
C -2.7752 3.8421 7.4765
C -5.7631 0.5598 -0.5211
C -3.1880 3.5703 -2.3255
C 0.0023 4.9735 0.8922
C 2.6004 3.2847 3.5618
C 3.6486 -5.2234 -6.3657
C 9.6719 -2.7616 -4.4751
C 1.4299 2.4487 3.8578
C -7.0098 3.1447 -0.9732
C 3.8638 2.5593 3.2088
C -2.4419 -3.1349 5.7621
C 2.3570 -5.5380 -8.4309
C 2.6227 -4.5487 -7.3052
C -3.3911 -3.7645 6.7141
C -4.8178 -5.0217 5.0716
C -4.8011 -3.9198 6.1381
C -6.5882 2.7850 0.4369
C 3.2188 -3.1780 -7.7991
C 10.6815 -0.8588 -3.2209
C -6.3404 0.8555 -1.8813
C -1.8199 -2.2229 -1.9425
C -0.1380 0.8682 -0.0250
C 5.1616 3.7732 -4.3847
C 9.2175 -2.0689 -5.7651
C 7.7924 -1.6016 -5.6448
C -1.4609 -3.4097 -1.0231
C 4.2996 3.3315 -5.5134
C 1.5086 -3.3231 1.4528
C 9.9029 -2.8707 -2.0480
C -4.9830 -0.3253 4.7747
C -0.3973 0.8220 -3.8102
C 0.9286 -5.1757 -0.0491
C -1.1069 -0.2345 1.9308
C -5.8324 3.3885 5.3869
C -7.8405 2.3470 1.2111
C 2.8372 -0.0630 -1.9033
C -8.6480 5.5265 4.4965
C -2.2342 4.7255 -2.0093
C -5.9660 3.9098 1.2541
C -7.3815 1.9221 -1.7889
C -2.5163 -3.7606 0.1030
C 3.0934 0.7255 4.8134
C 0.3386 -3.9581 0.6459
C -4.4352 -0.1194 -0.6913
H 3.0947 -1.0484 -2.2660
H 5.9536 3.1235 2.8368
H 2.7594 0.5875 -2.7830
H 4.3328 -0.5946 6.0292
H -1.5838 3.5653 3.3446
H -2.8631 5.5780 -2.2968
H -0.4078 -4.7299 -2.5666
H -4.1435 3.5921 -1.8170
H 7.4953 -0.9186 -6.4360
H -0.6524 1.0530 3.5409
H -1.8714 -1.3758 -1.3175
H -1.6203 -5.5870 -1.5388
H -3.3676 -4.0537 -0.4600
H -6.6043 5.3795 6.0670
H -8.3571 3.2536 1.3839
H 2.6424 1.6800 1.6808
H -8.5448 1.7522 0.6056
H -7.7198 -0.1547 0.3199
H 3.2224 -6.1188 -5.8373
H 5.0789 4.3555 3.7591
H -0.5832 5.3429 1.7402
H -4.9595 -5.9410 5.6773
H 1.6815 -4.9017 -0.7878
H -3.0646 -1.2131 6.4593
H -2.2919 4.7429 7.8606
H -0.2839 -5.5576 -6.7595
H 1.6394 -1.0959 -5.5167
H -3.7633 4.7995 5.7475
H 4.2606 -3.3238 -8.1014
H 2.5762 -2.8072 -8.6482
H 0.0039 3.8261 7.1204
H -5.4353 1.2286 -2.4848
H -4.9425 4.0457 0.8581
H -7.8371 3.8945 -0.9433
H -0.7019 0.1551 -0.5733
H -4.3096 2.3963 6.3526
H -0.1621 2.0883 6.5798
H -0.8363 -2.8244 -6.5863
H 8.2019 1.2716 -3.7222
H 1.0872 1.8228 3.0385
H -4.5624 5.0481 7.3107
H -4.0505 1.5761 1.4733
H 4.8391 4.0961 2.0171
H 2.3698 3.9564 2.7149
H 2.7729 -3.4639 -4.4100
H -2.3715 0.3208 3.5849
H -5.2287 3.7103 4.4756
H 2.1150 -1.0559 4.4891
H 1.0700 -1.9052 -1.3186
H -5.1780 -2.6117 3.0445
H -0.8657 -3.6706 2.5091
H 1.8633 3.0856 -6.8496
H -6.3060 -0.9072 1.1496
H 10.7067 -0.3089 -4.1591
H -4.4878 0.3574 4.0831
H -2.9709 -4.7703 7.0097
H 0.0150 3.8505 0.9215
H -0.9951 0.3308 -4.5704
H -3.0333 3.1893 8.3290
H 1.1895 -2.5589 2.1500
H 6.1827 4.0703 -4.7739
H -3.0935 3.6537 2.4271
H -6.3913 2.4907 5.1446
H -0.9732 -3.6817 -5.0882
H 4.0172 0.9508 6.8156
H 0.2055 3.0509 -5.1513
H -2.7858 -4.7938 1.9359
H -1.2002 5.2215 -3.6137
H -6.4904 4.8772 1.1679
H 10.8545 -3.3603 -2.1038
H 5.3062 3.7834 -1.7823
H 10.6685 -3.2212 -4.6248
H 5.7604 2.0058 -1.6925
H -5.7301 -4.8921 4.4484
H 0.7824 -0.4901 1.1097
H -1.8135 3.7387 -0.0987
H 1.4036 -4.5012 -3.9711
H 2.6889 -0.1858 6.6156
H 7.0111 -2.4064 -5.6400
H -6.7598 -0.0624 -2.2765
H 4.8455 2.7772 -6.2630
H -2.7212 -2.8062 0.6587
H 1.4480 -2.7616 -3.5901
H -3.9574 -5.1366 4.4072
H 9.1437 -3.6563 -2.0011
H -4.0397 -0.4457 0.3030
H -2.6208 5.3650 0.1201
H 8.8784 0.6849 -5.2835
H 3.2159 -5.7372 -9.0706
H -5.9614 -0.4895 4.3187
H 0.5010 3.0017 4.1044
H -2.3471 -1.1543 4.8235
H -8.3480 1.5024 -1.4760
H 4.2428 0.9229 1.8979
H -0.9125 1.6818 -3.4384
H -6.6277 -1.3301 -0.4782
H 7.4548 -0.6194 -1.5203
H -0.7961 2.5810 8.1695
H 7.2692 1.2171 -5.2040
H -5.1705 0.0302 5.8070
H 0.9790 0.8949 5.2895
H 4.0695 4.2339 -6.0850
H 2.2338 -2.8248 0.7761
H 1.9651 2.2375 5.9185
H 5.5543 -0.4007 -5.0134
H 1.0105 1.8077 -1.6808
H 1.2278 -1.5683 -7.2427
H -2.7425 2.5916 -2.0938
H -5.8436 3.7382 2.2981
H 2.0208 -4.0699 2.0484
H -5.4014 -5.0219 8.0121
H 4.4963 -5.5636 -6.8808
H 5.9400 1.0372 4.6388
H 9.2317 -2.8349 -6.5175
H 3.5630 -1.1320 -7.1768
H -1.0998 -2.1805 -2.7520
H -0.2560 5.0478 -2.4443
H -2.2198 -4.4495 -2.6627
H 3.6546 0.2176 -1.2012
H -7.5129 2.3231 -2.7819
H -3.4166 -3.1940 7.6599
H -3.1418 2.8187 3.9467
H -0.6992 1.7769 0.0920
H -3.9251 -1.4247 2.6006
H -2.4022 -3.6830 4.8182
H -1.9352 -0.4617 1.2686
H 1.5838 -5.1550 -9.0575
H 8.9900 -3.6111 -4.3221
H 9.8836 -1.2579 -6.1025
H 11.6995 -1.2609 -3.0014
H 10.4156 -0.1080 -2.4430
H -7.2342 -2.3515 5.2755
H -0.6937 -1.8968 -5.1846
H -5.9600 -3.3610 7.8053
H 3.9342 -4.4596 -5.6475
H 6.9416 3.2240 -2.3237
H -2.0472 -5.7762 0.5895
H 0.9705 5.4123 0.8122
H -0.8739 -1.1472 2.4445
H 5.6574 -1.6534 -3.8271
H 2.3056 -0.1103 3.0536
H 4.1280 2.5273 1.1153
H 2.6555 3.9959 4.4161
H 1.9459 -6.4023 -7.9435
H 4.6439 4.5860 -3.8355
H -7.7403 4.0348 6.2473
H 3.1768 2.1470 -4.3696
H -3.4884 -2.9870 3.1610
H -3.6896 0.5661 -1.2084
H -9.0562 5.6752 3.4609
H -0.2381 -5.2248 2.2125
H -6.6780 -4.7559 6.8374
H -0.0195 1.6152 -6.1431
H 5.7630 0.0532 -3.2961
H 9.7970 -2.3645 -1.0979
H -0.2683 0.2062 -2.9323
H 1.4212 -5.8438 0.6686
H -9.4494 5.1246 5.1220
H -2.8140 -2.3815 -2.4085
H -3.3608 3.6127 -3.3981
H 3.7350 -0.9722 3.6649
H -6.1712 3.6783 -1.4217
H 2.3772 1.4108 -6.6126
H -7.6950 1.7675 2.0911
H -1.4500 -2.8913 6.1868
H 0.0662 -5.6876 -0.4800
H 1.8203 1.6613 -0.1444
H -4.4840 -1.0306 -1.2818
H 3.8140 -2.3161 -5.8345
H -8.2996 6.4661 4.9489
*
```

Results
M ... 1432.3 g mol⁻¹
Highest occupied orbital energy ... -8.10 eV
Frontier orbital gap ... 8.6 eV
Relative energy (zero: lowest compared OMol25 entry of this formula, charge and spin) ... 0.0 kcal/mol

***

> What is the M in the first record?

806.4 g mol⁻¹